Entry 1:
{
  "formula": "C3H7NO",
  "method": "the ωB97M-V functional and the def2-TZVPD basis",
  "elements": ["C", "C", "N", "H", "H", "H", "H", "H", "C", "O", "H", "H"],
  "coordinates": [[1.99, -0.08, 1.14], [2.16, -0.93, 0.12], [1.92, -2.29, 0.16], [1.37, -0.42, 1.96], [2.45, 0.90, 1.18], [2.62, -0.54, -0.78], [1.07, -2.61, 0.56], [2.17, -2.91, -0.58], [-3.09, 1.95, -0.21], [-2.90, 1.35, -1.25], [-3.71, 2.84, -0.30], [-2.62, 1.55, 0.69]],
  "largest_force_ev_per_a": 2.1,
  "total_energy_ev": -6760.066,
  "e_homo_ev": -8.2,
  "spin_multiplicity": 1,
  "smiles": "C=CN.C=O"
}

=====

Entry 2:
{
  "formula": "C3H5NO2S",
  "method": "the ωB97M-V functional and the def2-TZVPD basis",
  "elements": ["C", "C", "C", "N", "S", "O", "O", "H", "H", "H", "H", "H"],
  "coordinates": [[-0.01, 2.32, -0.11], [0.36, 1.01, -0.68], [0.01, -0.20, -0.02], [0.22, -1.49, -0.26], [-0.30, -2.85, 0.29], [-0.78, -2.97, 1.64], [0.48, -3.90, -0.30], [0.17, 2.12, 0.91], [-1.02, 2.33, -0.22], [0.66, 2.96, -0.54], [0.84, 0.85, -1.62], [-0.63, -0.17, 0.92]],
  "largest_force_ev_per_a": 5.2,
  "total_energy_ev": -19608.051,
  "e_homo_ev": [-8.9, -9.2],
  "spin_multiplicity": 1,
  "smiles": "C/C=C/N=S(=O)=O"
}

=====

Entry 3:
{
  "formula": "C2H3N4",
  "method": "the ωB97M-V functional and the def2-TZVPD basis",
  "elements": ["C", "C", "N", "N", "N", "N", "H", "H", "H"],
  "coordinates": [[0.82, 0.53, -0.80], [-0.11, -1.36, 0.62], [-0.25, 2.14, -0.78], [-1.19, 2.21, -0.23], [0.83, 1.71, -1.27], [0.34, -0.29, -0.17], [-0.71, -0.88, 1.37], [-0.44, -2.16, 0.05], [0.71, -1.91, 1.22]],
  "largest_force_ev_per_a": 3.8,
  "charge": 1,
  "total_energy_ev": -8070.900,
  "e_homo_ev": -16.5,
  "spin_multiplicity": 1
}

=====

Entry 4:
{
  "formula": "C17H38BFO2",
  "method": "the ωB97M-V functional and the def2-TZVPD basis",
  "elements": ["C", "C", "C", "F", "B", "C", "C", "O", "O", "H", "H", "H", "H", "H", "H", "H", "H", "H", "H", "C", "C", "C", "C", "C", "C", "H", "H", "H", "H", "H", "H", "H", "H", "H", "H", "H", "H", "H", "H", "C", "C", "C", "C", "C", "C", "H", "H", "H", "H", "H", "H", "H", "H", "H", "H", "H", "H", "H", "H"],
  "coordinates": [[0.73, -3.76, -1.02], [0.27, -2.33, -0.35], [-0.63, -1.37, -1.38], [0.29, -0.22, -1.71], [-1.92, -0.80, -0.55], [-3.34, -1.59, -0.27], [-3.94, -2.41, -1.55], [-4.29, -1.86, -2.72], [-4.19, -3.89, -1.44], [1.13, -3.57, -2.13], [1.69, -4.14, -0.42], [-0.16, -4.53, -0.98], [-0.45, -2.53, 0.58], [1.25, -1.75, -0.02], [-0.88, -1.91, -2.39], [-1.80, 0.28, -0.05], [-3.14, -2.35, 0.62], [-4.12, -0.75, 0.05], [-3.94, -4.15, -0.48], [-4.76, 5.73, 2.79], [-5.35, 4.47, 2.17], [-4.38, 3.29, 2.15], [-3.11, 3.50, 1.32], [-3.35, 3.84, -0.16], [-4.07, 2.74, -0.93], [-3.90, 6.09, 2.22], [-5.51, 6.52, 2.81], [-4.43, 5.54, 3.82], [-5.71, 4.69, 1.16], [-6.24, 4.18, 2.75], [-4.92, 2.40, 1.79], [-4.08, 3.05, 3.18], [-2.51, 2.58, 1.37], [-2.51, 4.29, 1.77], [-2.37, 4.02, -0.63], [-3.91, 4.78, -0.25], [-3.50, 1.80, -0.88], [-4.17, 3.03, -1.98], [-5.07, 2.56, -0.53], [3.82, -1.22, -2.01], [4.12, -1.10, -0.53], [5.53, -0.61, -0.23], [6.66, -1.52, -0.72], [6.63, -2.95, -0.18], [6.78, -3.03, 1.33], [4.47, -1.95, -2.50], [2.79, -1.55, -2.17], [3.95, -0.26, -2.52], [3.94, -2.07, -0.04], [3.40, -0.40, -0.09], [5.63, -0.45, 0.85], [5.66, 0.38, -0.68], [7.62, -1.06, -0.44], [6.66, -1.55, -1.81], [7.45, -3.51, -0.64], [5.71, -3.45, -0.49], [7.71, -2.57, 1.66], [6.78, -4.08, 1.65], [5.95, -2.53, 1.84]],
  "largest_force_ev_per_a": 8.8,
  "total_energy_ev": -25731.183,
  "e_homo_ev": -10.7,
  "spin_multiplicity": 1,
  "smiles": "CC[C@H](F)BCC(=O)O.CCCCCC.CCCCCC"
}